{
  "formula": "C6H5CsNO2",
  "method": "the ωB97M-V functional and the def2-TZVPD basis",
  "gap_ha": [0.35043, 0.23014],
  "multiplicity": 2,
  "total_charge": 2,
  "e_homo_ev": [-18.62, -18.60],
  "e_tot_ha": -456.24739,
  "symbols": ["C", "C", "C", "C", "H", "C", "Cs", "H", "H", "O", "C", "N", "H", "H", "O"],
  "coordinates": [[8.824, -25.111, -17.241], [8.649, -26.352, -16.739], [10.641, -27.116, -17.824], [9.526, -27.414, -17.023], [9.447, -28.380, -16.547], [9.939, -24.906, -18.047], [13.746, -21.904, -19.298], [11.418, -27.820, -18.081], [8.127, -24.307, -17.056], [11.328, -23.224, -18.437], [10.908, -25.860, -18.329], [10.173, -23.556, -18.527], [11.779, -25.580, -18.903], [7.910, -26.519, -15.969], [9.138, -22.801, -18.637]],
  "nbo_charge": [-0.162, -0.162, -0.102, 0.111, 0.272, 0.294, 0.998, 0.270, 0.299, -0.377, -0.214, 0.474, 0.271, 0.277, -0.250]
}

=====

{
  "formula": "C6H5F3N2",
  "method": "the ωB97M-V functional and the def2-TZVPD basis",
  "gap_ha": [0.22681, 0.25535],
  "multiplicity": 3,
  "de_lowest_kj_mol": 54.7,
  "e_homo_ev": [-5.46, -9.97],
  "e_tot_ha": -640.47551,
  "symbols": ["C", "H", "C", "F", "H", "C", "F", "H", "C", "H", "F", "N", "H", "N", "C", "C"],
  "coordinates": [[-0.117, 1.925, 0.242], [-0.937, -0.307, 3.475], [0.525, 0.962, -2.016], [0.910, -0.150, -0.068], [-2.982, 1.009, 0.566], [-2.124, -0.732, -0.246], [-0.679, 3.102, -0.121], [1.512, 1.027, -2.456], [-2.440, 0.213, 0.756], [-0.080, 1.735, -2.488], [-0.093, 1.806, 1.632], [-1.864, -0.389, 3.114], [0.091, 0.033, -2.386], [-1.815, -1.383, -1.141], [0.375, 0.990, -0.605], [-2.001, -0.060, 1.979]],
  "nbo_charge": [0.642, 0.371, -0.696, -0.317, 0.206, 0.210, -0.302, 0.245, -0.210, 0.239, -0.321, -0.551, 0.260, -0.277, 0.280, 0.222]
}

=====

{
  "formula": "C6H5F3NO3STl",
  "method": "the ωB97M-V functional and the def2-TZVPD basis",
  "gap_ha": 0.06319,
  "total_charge": 2,
  "e_homo_ev": -15.19,
  "e_tot_ha": -1381.45956,
  "symbols": ["C", "O", "F", "H", "S", "O", "O", "F", "C", "F", "H", "H", "H", "N", "C", "C", "C", "C", "Tl", "H"],
  "coordinates": [[1.724, -0.950, -2.395], [-1.328, -0.703, 5.569], [0.534, 1.670, 3.301], [-0.971, 0.317, -4.690], [-1.408, 0.506, 4.696], [-2.130, 0.258, 3.414], [-1.939, 1.704, 5.411], [0.944, 1.644, 5.465], [0.434, 0.931, 4.391], [1.081, -0.216, 4.244], [2.979, 0.136, -3.773], [0.342, -1.785, -1.208], [2.510, -1.211, -1.702], [-0.702, -0.754, -2.819], [1.975, -0.136, -3.480], [0.404, -1.138, -2.071], [0.986, 0.230, -4.327], [-0.288, -0.127, -3.981], [-6.388, -1.173, -0.836], [1.243, 0.796, -5.210]],
  "nbo_charge": [-0.126, -0.552, -0.279, 0.219, 2.121, -0.610, -0.541, -0.279, 0.789, -0.274, 0.252, 0.214, 0.255, -0.408, -0.165, 0.128, -0.148, 0.143, 0.999, 0.260]
}

=====

{
  "formula": "C6H5F6NOS",
  "method": "the ωB97M-V functional and the def2-TZVPD basis",
  "gap_ha": [0.26417, 0.28880],
  "de_lowest_kj_mol": 209.3,
  "e_homo_ev": [-8.47, -9.23],
  "e_tot_ha": -1358.90051,
  "symbols": ["F", "F", "F", "F", "H", "N", "C", "H", "F", "C", "H", "H", "C", "C", "F", "C", "C", "O", "S", "H"],
  "coordinates": [[3.028, -1.349, 1.527], [2.654, 1.809, 0.400], [1.005, -2.083, 1.211], [2.339, 1.373, -1.655], [-1.611, 1.537, -0.394], [0.372, 0.148, -0.010], [2.006, -1.538, 0.575], [-3.487, 0.288, -1.383], [2.366, -2.444, -0.352], [1.620, -0.221, -0.059], [-0.752, -0.162, 1.682], [-1.866, -0.081, -2.211], [-1.952, 0.539, -0.062], [2.650, 0.788, -0.467], [3.894, 0.234, -0.519], [-2.500, -0.260, -1.285], [-0.723, 0.088, 0.625], [-2.902, 1.502, 2.270], [-3.463, 1.137, 1.014], [-2.677, -1.304, -0.908]],
  "nbo_charge": [-0.336, -0.313, -0.304, -0.317, 0.244, -0.349, 0.948, 0.213, -0.313, -0.017, 0.203, 0.245, -0.465, 0.953, -0.310, -0.621, 0.143, -0.814, 0.984, 0.227]
}

=====

{
  "formula": "C6H5FNO2",
  "method": "the ωB97M-V functional and the def2-TZVPD basis",
  "gap_ha": 0.31768,
  "de_lowest_kj_mol": 142.2,
  "total_charge": -1,
  "e_homo_ev": -4.71,
  "e_tot_ha": -536.71203,
  "symbols": ["F", "C", "C", "H", "H", "H", "N", "C", "H", "C", "O", "H", "C", "O", "C"],
  "coordinates": [[1.669, -1.709, -0.332], [1.612, -0.612, 0.432], [-1.093, 0.500, 0.937], [-3.120, 0.676, 1.049], [-2.922, -0.316, -1.527], [1.602, -0.840, 1.438], [-0.183, 0.055, 0.023], [-2.169, -0.126, -0.901], [-0.948, 0.869, 1.976], [2.832, 0.568, -0.031], [3.872, 0.286, 0.576], [-0.517, -0.776, -2.035], [-0.851, -0.335, -1.126], [2.550, 1.385, -0.874], [-2.334, 0.375, 0.396]],
  "nbo_charge": [-0.343, 0.356, -0.085, 0.196, 0.185, 0.134, -0.399, -0.323, 0.194, 0.770, -0.749, 0.206, -0.087, -0.697, -0.358]
}

=====

{
  "formula": "C6H5N",
  "method": "the ωB97M-V functional and the def2-TZVPD basis",
  "gap_ha": [0.31947, 0.31951],
  "de_lowest_kj_mol": 504.0,
  "e_homo_ev": [-8.06, -8.07],
  "e_tot_ha": -286.15120,
  "symbols": ["C", "C", "N", "C", "H", "H", "C", "H", "H", "H", "C", "C"],
  "coordinates": [[1.632, -1.178, 0.960], [0.314, -0.590, 0.463], [-0.623, -1.356, -1.428], [-0.725, 0.972, -1.042], [0.284, -1.586, 2.796], [0.019, 1.725, 0.719], [-0.069, 0.832, 0.167], [-1.251, -0.121, -2.889], [2.612, -1.354, 0.519], [-1.114, 1.960, -1.252], [-0.998, -0.218, -1.814], [0.625, -1.349, 1.705]],
  "nbo_charge": [-0.155, 0.066, -0.354, -0.242, 0.243, 0.230, -0.231, 0.189, 0.252, 0.211, -0.050, -0.158]
}

=====

{
  "formula": "C6H5N2O6Pt",
  "method": "the ωB97M-V functional and the def2-TZVPD basis",
  "gap_ha": [0.21548, 0.23595],
  "multiplicity": 5,
  "de_lowest_kj_mol": 0.0,
  "total_charge": 3,
  "e_homo_ev": [-18.08, -22.43],
  "e_tot_ha": -910.45408,
  "symbols": ["C", "C", "H", "O", "C", "O", "C", "H", "C", "H", "Pt", "H", "O", "O", "O", "H", "O", "C", "N", "N"],
  "coordinates": [[0.882, 2.272, -0.085], [1.308, 0.518, -2.074], [-0.023, -2.555, 3.626], [1.412, 1.871, 0.924], [-1.649, 0.112, -2.546], [-1.168, 2.806, -3.601], [0.312, -1.920, 1.683], [-1.306, -1.670, 2.924], [-1.733, 1.765, -0.044], [1.644, -3.274, 2.524], [-0.362, 1.160, -1.283], [1.096, 3.337, -0.395], [-2.594, 1.932, 0.708], [-0.070, -1.290, 0.708], [2.213, 0.000, -2.516], [1.825, -3.022, 0.839], [-2.329, -0.062, -3.458], [-0.630, 2.568, -2.597], [-0.324, -1.886, 2.936], [1.493, -2.663, 1.725]],
  "nbo_charge": [0.052, 0.462, 0.436, -0.087, 0.483, -0.242, 0.704, 0.453, 0.456, 0.440, 0.772, 0.310, -0.240, -0.602, -0.232, 0.455, -0.251, 0.504, -0.423, -0.452]
}

=====

{
  "formula": "C6H5NO",
  "method": "the ωB97M-V functional and the def2-TZVPD basis",
  "gap_ha": 0.40598,
  "de_lowest_kj_mol": 142.9,
  "e_homo_ev": -10.33,
  "e_tot_ha": -361.52980,
  "smiles": "N#C[C@]12C[C@H]1CC2=O",
  "symbols": ["N", "C", "H", "H", "C", "H", "C", "H", "C", "C", "O", "H", "C"],
  "coordinates": [[2.325, 2.364, -0.256], [-1.088, 0.732, 0.430], [-1.606, -1.349, 0.580], [0.517, -0.877, -1.713], [0.935, -0.753, 0.382], [0.598, -1.488, 1.276], [-1.391, -0.589, -0.215], [1.973, -0.802, 0.300], [0.341, 0.637, 0.095], [1.398, 1.711, -0.157], [-1.840, 1.569, 0.856], [-2.234, -0.527, -0.818], [0.073, -0.627, -0.759]],
  "nbo_charge": [-0.304, 0.601, 0.228, 0.252, -0.351, 0.217, -0.497, 0.242, -0.244, 0.290, -0.497, 0.249, -0.187]
}

=====

{
  "formula": "C6H5NO2",
  "method": "the ωB97M-V functional and the def2-TZVPD basis",
  "gap_ha": 0.31297,
  "de_lowest_kj_mol": 722.7,
  "e_homo_ev": -9.19,
  "e_tot_ha": -436.62070,
  "smiles": "O=Nc1ccc(O)cc1",
  "symbols": ["C", "C", "C", "H", "N", "C", "H", "C", "H", "O", "O", "H", "H", "C"],
  "coordinates": [[-1.291, -0.025, 0.061], [-0.783, 1.235, 0.043], [1.282, 0.207, -0.201], [-1.452, -1.856, 0.218], [2.829, 0.361, -0.399], [0.650, 1.315, -0.076], [-1.409, 1.910, -0.008], [-0.577, -1.236, -0.117], [1.392, -1.977, -0.313], [3.458, -0.314, 0.506], [-2.645, -0.036, 0.110], [-3.174, -0.637, 0.122], [0.922, 2.151, 0.252], [0.797, -1.100, -0.199]],
  "nbo_charge": [0.307, -0.217, 0.028, 0.236, 0.157, -0.196, 0.199, -0.274, 0.237, -0.284, -0.679, 0.463, 0.214, -0.192]
}